(1)
Computed, not measured: a molecular structure, C28H46BrMnN3P2S in a non-equilibrium geometry, with ωB97M-V/def2-TZVPD.

The geometry in XYZ format:
```
82
Properties=species:S:1:pos:R:3:forces:R:3
H -0.935159 1.336006 6.423143 0.0 0.2 -0.3
C -1.477945 2.928522 1.051149 -0.3 -0.7 -0.5
H -3.966730 -1.884524 -3.842371 0.4 0.3 0.0
C -4.265137 -3.339012 -1.533776 -0.4 0.0 -0.3
H 2.234096 0.518095 1.892812 0.2 0.2 -0.1
C -3.829143 2.434318 0.713270 0.4 0.6 0.7
H -2.416231 -1.239072 -4.476364 -0.3 0.0 0.1
H 1.069169 0.559534 -2.074813 0.2 -0.2 -0.1
C -0.325475 3.382642 0.407355 3.4 0.8 -3.0
Mn -3.330304 -0.453783 1.615681 -1.2 -3.2 -0.7
C -3.287573 -1.017662 -3.845354 -0.1 -0.2 -0.3
H -4.848659 -2.419979 -1.645756 0.2 -0.3 -0.2
H -0.266142 1.465705 2.115786 -0.4 0.5 0.1
H -4.794990 2.551916 0.245855 0.1 0.1 -0.3
H 2.039841 -1.341716 6.048032 -0.3 0.2 -0.1
H -2.140763 -3.782769 -3.862254 0.2 0.0 0.2
P -1.781875 -1.761333 -1.462208 -1.3 -0.5 -0.2
C -2.424728 1.234248 2.379510 -1.1 1.6 -1.3
C -2.860422 -0.608152 -2.432804 0.3 0.6 0.1
H -0.438435 -1.938162 -3.439598 0.0 -0.1 0.1
H 3.736613 -3.753439 -0.454998 -0.1 0.2 -0.1
H 2.498235 1.530621 0.474729 0.0 -0.2 0.1
C 1.236336 -0.637085 5.799845 0.4 0.2 0.0
C 2.767658 4.456071 -0.753421 -0.2 0.1 -0.4
H 4.395752 -2.119633 -0.437603 -0.3 -0.1 -0.1
C 0.623475 3.441661 -0.385696 -2.7 -0.1 2.1
H -1.486273 -4.683216 -2.470195 0.0 0.1 -0.2
S -1.073016 -1.433624 2.546643 0.6 -0.7 0.8
C 1.559219 3.528220 -2.680891 0.2 0.5 0.5
C 4.147941 0.192069 0.955602 0.4 -0.1 -0.1
H 4.634256 0.934315 1.598929 -0.1 -0.1 -0.1
H 1.455767 -2.982757 -0.034062 0.3 0.0 0.2
C 3.679082 5.013040 -1.652743 -0.7 -0.7 0.4
C -2.952494 -3.088419 -0.804547 0.7 0.2 0.5
H 0.201265 -2.839679 -2.067449 -0.2 -0.1 -0.4
H 2.804192 4.637323 0.324382 0.1 0.0 -0.4
H 2.525580 -2.374751 1.228263 -0.1 0.0 -0.2
Br -5.414918 -1.104192 0.526034 0.8 0.5 0.9
N 3.540628 4.820125 -2.959685 0.7 0.5 -0.7
C -1.248368 -3.948102 -3.245985 -0.1 -0.2 -0.2
H -2.376013 -4.020487 -0.745945 0.0 0.3 0.1
N 0.840786 -0.821527 4.395858 -1.8 -0.2 0.0
H -3.162677 -2.806284 0.246236 0.0 -0.3 -0.5
H -0.480934 -4.391994 -3.891830 -0.2 0.1 0.1
C 2.539661 4.121741 -3.488531 -0.5 -0.6 0.9
C -3.608020 1.381458 1.573346 1.2 1.8 1.3
H 3.183491 0.551672 -3.368996 0.0 -0.1 0.2
H 1.427047 -1.402551 3.831050 0.2 -0.1 -0.4
H 0.375791 -0.800196 6.453076 0.2 -0.1 -0.1
H -4.161351 -3.821564 -2.513577 0.2 0.2 0.2
C -2.762519 3.336798 0.611732 -0.2 0.0 -0.1
H 1.594438 0.388107 5.925100 0.1 -0.2 0.2
H 2.471361 4.011202 -4.576046 0.3 0.2 0.4
P 1.535368 -0.612404 -0.074784 1.8 -0.3 -1.1
C -0.957930 1.284520 5.327832 -0.2 -0.1 0.7
H -2.262947 -0.290808 4.738046 0.3 0.0 0.3
C 2.294319 -2.292991 0.155077 -1.0 -0.1 0.4
H 4.499561 5.621320 -1.261181 -0.1 -0.2 -0.5
H 3.321643 -2.636344 -1.755856 0.0 0.0 0.2
H 4.031696 -0.301959 -2.078328 -0.2 0.1 0.0
C 3.501094 -2.704659 -0.677843 0.4 0.0 -0.2
H 0.006308 1.621714 4.925722 -0.3 -0.3 0.1
H -4.885041 -4.008478 -0.926003 0.2 0.1 0.0
C 1.677422 3.751325 -1.291352 0.3 0.3 -0.3
H 4.647512 0.242566 -0.016808 -0.2 -0.1 0.2
H -1.739279 1.953306 4.947479 0.2 -0.1 0.2
C 1.853968 -0.184828 -1.862938 -1.0 0.0 0.2
H -3.746731 -0.344072 -1.835639 0.3 -0.2 0.1
H 4.336964 -0.791728 1.394761 0.0 0.1 -0.1
H -2.493583 0.841293 3.380827 0.2 -0.5 -0.2
H -3.832837 -0.189756 -4.329130 0.2 -0.2 0.3
C -0.465241 -0.758361 4.036813 0.1 0.0 0.0
C -0.715577 -2.650601 -2.652446 0.6 0.2 0.2
C 3.199736 0.379400 -2.285106 0.5 0.1 -0.1
H 1.601066 -1.076740 -2.457256 0.0 0.2 0.3
H 0.693629 2.996820 -3.091766 0.4 0.3 0.1
N -1.282259 -0.102994 4.914985 0.3 0.0 -0.9
H -2.257092 0.314739 -2.480463 -0.2 -0.1 -0.1
H 3.411913 1.349258 -1.822395 0.0 -0.2 0.0
C -1.269447 1.826162 1.854239 -0.5 0.1 1.3
H -2.835251 4.303848 0.109357 -0.1 -0.5 -0.2
C 2.665668 0.520715 0.878254 -1.1 0.3 0.3
```
Forces are in eV/Å.

Calculated values
strongest force on any atom: 4.60 eV/Å
HOMO energy (spin up / spin down): -13.86 / -13.54 eV
total charge: +2
electronic energy: -165008.8073 eV
⟨S²⟩: 9.21
HOMO-LUMO gap (spin up / spin down): 6.440 / 4.845 eV
multiplicity: 6
energy relative to the best compared isomer or geometry (same formula, charge and spin): 83.4 kcal per mole
M: 653.55 g/mol

Here are the Mulliken charges for atoms 1 to 8, given in e: H 0.346; C -0.105; H 0.233; C -1.617; H 0.289; C -0.286; H 0.305; H 0.237

(2)
Computed, not measured: a molecular structure, C28H46Cl42N2O5P2 in a non-equilibrium geometry, with ωB97M-V/def2-TZVPD.

The geometry in XYZ format:
```
125
Properties=species:S:1:pos:R:3:forces:R:3
H 4.062389 2.266383 -0.124165 0.0 -0.1 -0.2
Cl 4.840603 -4.773081 1.004556 -0.1 0.0 0.0
Cl -3.122719 -5.237059 0.040503 0.0 0.0 0.0
H 0.880347 -0.608502 1.978648 -0.1 0.1 0.0
H 11.833586 -9.292492 4.896083 0.0 0.0 0.0
H -7.095455 2.477294 -0.841100 -0.1 0.0 -0.3
H 8.513917 -7.537907 3.141363 0.0 0.0 0.0
N -1.933973 2.603987 4.115572 0.3 -0.1 0.1
H -1.388680 0.656841 -5.305093 0.0 0.0 0.0
C 3.181716 -2.687204 7.933413 0.0 0.0 0.0
Cl 11.271058 -7.323812 6.024559 0.0 0.0 0.1
H 3.322921 2.435385 -1.690727 -0.1 0.0 -0.1
C 5.479636 5.580649 0.275982 -0.1 0.0 0.0
H -5.352971 6.486194 -4.297146 0.0 0.0 0.0
C 1.966228 2.460533 -0.001387 0.0 0.2 0.2
O -0.937769 1.353271 1.018659 0.1 0.2 0.0
H -4.708878 4.639343 0.417577 0.3 0.2 0.0
H 2.168164 3.428132 0.465331 0.1 0.0 0.0
C -4.697376 5.838508 -4.864511 0.0 0.0 0.0
Cl -5.937061 6.739766 -1.562811 0.0 0.0 0.0
C 2.111068 -1.826362 -0.633905 -0.3 0.2 -0.1
Cl 1.436369 -2.503937 8.099359 0.0 0.0 0.0
C 7.888093 -6.192052 7.631121 -0.1 -0.1 0.1
P -0.489426 2.876254 3.643143 -0.6 -0.1 0.4
C -5.973531 -1.629597 -9.388689 0.0 0.0 0.0
Cl 7.975088 -6.057856 1.415619 0.3 -0.1 -0.1
C 3.288256 0.409024 -0.848840 0.0 0.3 -0.5
Cl 7.518117 -7.702901 6.807150 -0.2 0.1 0.4
Cl 6.176954 -7.559341 3.122049 0.0 0.0 0.1
H -7.709581 -1.837534 0.210353 -0.1 -0.1 0.0
H -6.211215 0.305421 0.532418 0.2 -0.1 0.0
O -0.333483 3.552389 2.161841 -0.1 0.0 0.2
H 1.127215 3.214185 -1.801924 -0.2 0.3 0.0
Cl -6.082947 -3.115548 -10.332497 0.0 0.0 0.0
Cl -5.622364 -0.250572 -10.431598 0.0 0.0 0.0
C 4.772918 -0.472281 3.891061 -0.1 -0.1 0.0
H 0.356069 1.731810 -1.274724 0.0 -0.1 0.1
H 3.853124 0.018862 -0.002755 -0.2 0.0 0.2
C 3.210124 1.944924 -0.721095 0.0 -0.2 0.3
Cl -8.100827 5.635338 -4.163435 -0.1 0.0 -0.1
H 0.559074 -2.291323 2.364873 0.0 0.0 0.1
H -5.635777 1.948794 -1.711086 -0.1 0.1 -0.1
H 0.297831 1.735802 3.499499 0.1 0.0 -0.2
C -0.608560 0.197417 -4.713154 -0.1 -0.1 0.1
C 0.816025 -1.610181 1.555858 0.3 0.2 0.0
O -0.282505 3.446473 -0.330140 0.2 0.1 0.0
H 0.243888 3.771032 4.428804 0.3 0.1 -0.2
Cl -3.043466 6.398785 -4.625134 0.0 0.0 0.0
C -6.159437 1.925632 -0.756209 0.3 -0.4 0.0
H -8.589012 4.064983 -2.498635 0.0 0.0 0.0
H 1.174994 0.047570 -0.404691 -0.1 0.2 -0.2
Cl -0.578733 -5.125364 1.438359 0.0 0.0 0.0
Cl 4.936204 6.543443 1.648183 0.0 0.0 0.0
Cl -9.753382 5.970165 -1.793887 0.0 0.0 0.0
Cl -10.503943 4.045903 -3.833176 0.0 0.0 0.0
Cl -1.822574 -4.930077 -8.247901 0.0 0.0 0.0
Cl 11.299423 -7.810115 3.163757 0.0 0.0 0.0
C 5.643696 -3.932662 -0.320107 -0.2 0.1 0.0
Cl 5.723778 -2.203930 0.003244 0.2 0.0 -0.2
H 8.656319 -5.680608 7.066778 0.0 0.0 0.0
H 1.229346 -2.341316 -1.021582 0.2 -0.1 0.0
Cl -7.453107 -1.359798 -8.469044 0.0 0.0 0.0
H -0.004123 -1.586809 0.838803 -0.1 -0.1 0.0
H -2.619280 4.391485 -0.960444 0.1 0.0 0.0
H 5.474550 -0.344222 4.704360 0.0 0.0 0.0
C 0.786060 2.663604 -0.926765 0.2 -0.1 -0.2
N -6.456125 0.522285 -0.423986 -0.4 0.5 0.8
C -1.512350 -3.211382 -8.019212 0.0 0.0 -0.1
C -5.293701 2.572643 0.315465 0.3 0.0 -0.3
H 6.430974 5.973115 -0.055599 0.0 0.0 0.0
Cl -4.896761 4.195217 -4.252807 0.1 -0.1 0.0
H -5.898888 2.875582 1.167635 -0.1 -0.1 0.1
H -4.555802 1.851933 0.674118 0.0 0.0 0.1
H -5.156906 -1.735043 -8.687805 0.0 0.0 0.0
C -9.164752 4.828312 -3.006361 0.0 0.0 0.0
Cl 5.102024 0.773843 2.676839 0.0 0.0 0.0
Cl 3.600933 -3.292240 6.333583 0.0 -0.1 0.0
Cl -4.838907 9.384683 -1.097137 0.0 0.0 0.0
H 3.898907 0.185748 -1.727381 0.2 -0.1 0.1
Cl 3.146763 -0.296416 4.545801 -0.1 0.1 -0.1
H -4.979704 4.082943 -1.205640 0.0 0.0 -0.1
H -6.863988 8.498056 -0.336197 0.0 0.0 0.0
H 2.980111 -2.290965 -1.108171 0.0 0.2 0.0
H -2.047456 -3.371043 0.955443 0.0 0.0 0.0
Cl -5.164219 5.935960 -6.560603 0.0 0.0 0.0
H -8.266164 -0.547721 1.256723 -0.1 0.0 0.1
H 1.689644 -0.327240 -2.081940 -0.3 0.3 0.0
Cl 0.380989 -0.793609 -5.787869 0.1 0.0 0.0
H 3.515235 -3.408678 8.667021 0.0 0.0 0.0
Cl 4.800358 -4.234064 -1.841073 0.1 -0.1 -0.1
C -5.862062 8.106225 -0.447608 0.1 0.0 0.0
Cl -5.294031 7.588194 1.138563 0.0 0.0 0.0
Cl 8.515968 -6.500409 9.251376 0.0 0.0 0.0
P -1.012113 2.815910 0.909810 -0.2 -0.8 0.0
C -8.307903 -0.926764 0.237287 0.3 -0.2 0.0
H -0.565249 -3.101962 -7.508440 0.0 0.0 0.0
Cl 4.995468 -2.075383 3.208217 0.1 0.0 0.2
Cl 0.353748 1.475068 -3.975323 0.0 0.0 -0.2
C 1.973115 -0.347444 -1.030709 0.5 -0.7 0.2
Cl -1.404141 -2.380777 -9.570260 0.0 0.0 0.0
Cl -2.759203 -2.481175 -7.007640 -0.1 0.0 0.1
H 2.355353 -3.048212 1.120500 0.2 0.0 0.0
C 11.075194 -8.533913 4.760071 -0.1 0.0 0.0
Cl 9.493823 -9.311451 4.878400 0.3 -0.2 -0.2
C -3.078782 3.544762 -0.454143 -0.1 0.3 0.1
Cl 7.950288 -5.566658 4.272190 0.0 0.2 -0.2
H -9.328828 -1.135538 -0.055903 -0.1 -0.1 0.0
C -4.543841 3.794565 -0.248267 -0.6 -0.2 0.3
C 7.753857 -6.782981 3.006729 -0.2 0.1 0.0
H 1.714395 1.764514 0.801498 -0.1 0.0 0.1
C -1.711028 -4.244717 0.412810 0.0 0.0 0.0
Cl 5.714798 3.896857 0.744019 0.2 0.2 0.1
Cl 4.339001 5.699854 -1.064994 0.0 0.0 0.0
Cl 6.468637 -5.143828 7.695690 0.0 0.0 -0.1
H 2.941037 -1.395212 1.296846 0.2 -0.1 0.1
O -8.304730 0.443294 -1.709021 -0.5 0.4 -0.6
C -7.719423 0.068934 -0.724419 0.2 -0.2 0.1
H -2.198228 3.129942 4.937045 -0.2 0.1 -0.1
H 6.655768 -4.302916 -0.405512 0.0 -0.1 0.0
C 2.142253 -2.006703 0.879875 -0.4 -0.1 0.0
Cl -0.917553 -3.693882 -1.060905 -0.2 -0.1 -0.1
Cl -1.368052 -0.795768 -3.470513 0.0 0.0 0.0
H -2.907704 2.642320 -1.043663 0.0 -0.1 0.0
O -2.469052 3.397764 0.853608 0.2 0.5 -0.3
Cl 4.006177 -1.159556 8.261257 0.0 0.0 0.0
```
Forces are in eV/Å.

Calculated values
strongest force on any atom: 1.05 eV/Å
HOMO energy: -9.38 eV
electronic energy: -587522.2965 eV
HOMO-LUMO gap: 9.589 eV
M: 2041.66 g/mol

Here are the Mulliken charges for atoms 1 to 8, given in e: H -0.785; Cl -0.089; Cl -0.148; H 0.010; H 0.353; H 0.069; H -0.164; N -0.685